A cluster of 10 separate species, C56H131BN9O25 in total in a non-equilibrium geometry, computed with wB97M-V/def2-TZVPD.

Output
Total charge = -1
Calculated total energy = -4610.7917 a.u.
ΔE to the lowest compared entry with this formula, charge and spin = 163.9 kJ/mol
Frontier orbital gap = 8.24 eV
LUMO level = 1.9217 eV
HOMO energy = -0.2321 hartree

Each line ends with the Löwdin charge.
CARTESIAN COORDINATES (ANGSTROEM)
1 O 1.629 -3.276 0.739  0.14
2 C 0.894 -2.399 0.373  -0.36
3 O 0.015 -1.732 1.086  0.23
4 B -0.705 -0.768 0.241  -0.91
5 O 0.042 -0.790 -1.024  0.22
6 C 0.879 -1.788 -1.022  -0.39
7 O 1.465 -2.243 -1.972  0.15
8 O -0.691 0.618 0.758  0.21
9 C -1.921 1.105 0.738  -0.35
10 O -2.279 2.235 0.900  0.15
11 C -2.876 -0.064 0.339  -0.38
12 O -2.120 -1.099 0.123  0.24
13 O -4.073 -0.016 0.212  0.12
14 C -7.392 -5.002 -6.085  -0.12
15 O -6.370 -4.058 -5.824  -0.18
16 C -6.798 -3.077 -4.906  -0.24
17 C -5.635 -2.138 -4.657  -0.20
18 N -5.907 -1.080 -3.661  -0.07
19 C -4.839 -0.087 -3.653  -0.18
20 C -3.468 -0.659 -3.222  -0.21
21 O -2.783 -1.219 -4.329  -0.19
22 C -1.657 -1.970 -3.925  -0.10
23 H -7.027 -5.897 -6.581  0.08
24 H -8.248 -4.575 -6.617  0.08
25 H -7.817 -5.337 -5.130  0.08
26 H -7.076 -3.631 -3.995  0.11
27 H -7.747 -2.578 -5.136  0.12
28 H -5.473 -1.510 -5.538  0.12
29 H -4.712 -2.688 -4.466  0.11
30 H -6.150 -1.522 -2.781  0.06
31 H -5.182 0.722 -3.006  0.11
32 H -4.821 0.318 -4.667  0.11
33 H -3.662 -1.354 -2.396  0.10
34 H -2.784 0.063 -2.756  0.12
35 H -1.112 -2.470 -4.726  0.09
36 H -1.935 -2.835 -3.310  0.08
37 H -0.942 -1.347 -3.382  0.07
38 C 6.921 -4.957 -1.687  -0.16
39 O 5.927 -4.547 -0.805  -0.18
40 C 4.651 -4.415 -1.445  -0.19
41 C 3.831 -5.716 -1.375  -0.19
42 N 3.137 -5.764 -0.086  -0.02
43 C 2.327 -6.958 0.025  -0.22
44 C 1.183 -7.205 -0.961  -0.24
45 O 0.281 -6.127 -0.923  -0.21
46 C -0.974 -6.411 -1.553  -0.08
47 H 7.038 -4.264 -2.530  0.08
48 H 6.731 -5.931 -2.162  0.08
49 H 7.913 -5.119 -1.264  0.08
50 H 4.846 -4.136 -2.485  0.11
51 H 4.131 -3.573 -0.991  0.12
52 H 4.479 -6.552 -1.650  0.12
53 H 3.208 -5.704 -2.282  0.11
54 H 2.429 -5.037 -0.041  0.07
55 H 1.754 -6.823 0.956  0.10
56 H 2.834 -7.874 0.343  0.12
57 H 0.732 -8.134 -0.585  0.12
58 H 1.483 -7.396 -1.998  0.11
59 H -1.638 -5.553 -1.493  0.07
60 H -1.382 -7.299 -1.065  0.09
61 H -0.802 -6.640 -2.608  0.09
62 C 1.994 0.319 2.725  -0.09
63 O 2.829 -0.548 3.460  -0.20
64 C 2.244 -0.860 4.734  -0.20
65 C 3.158 -1.889 5.452  -0.19
66 N 3.909 -2.786 4.526  -0.02
67 C 2.905 -3.693 3.968  -0.20
68 C 3.524 -4.775 3.034  -0.20
69 O 4.865 -5.097 3.406  -0.18
70 C 5.191 -6.374 2.885  -0.14
71 H 2.286 0.341 1.676  0.09
72 H 2.130 1.333 3.123  0.09
73 H 0.947 0.059 2.889  0.08
74 H 1.271 -1.336 4.577  0.11
75 H 2.149 0.001 5.398  0.11
76 H 2.566 -2.535 6.096  0.09
77 H 3.888 -1.277 5.990  0.11
78 H 4.000 -2.057 3.818  0.09
79 H 2.306 -3.171 3.213  0.09
80 H 2.239 -4.191 4.665  0.09
81 H 3.682 -4.370 2.033  0.10
82 H 2.863 -5.645 3.069  0.11
83 H 6.139 -6.734 3.289  0.08
84 H 5.316 -6.317 1.800  0.07
85 H 4.485 -7.179 3.115  0.08
86 C -0.868 -5.725 1.967  -0.09
87 O -0.779 -5.319 3.329  -0.18
88 C -0.750 -3.919 3.477  -0.23
89 C -1.027 -3.579 4.923  -0.20
90 N 0.038 -4.055 5.816  -0.06
91 C -0.181 -3.789 7.243  -0.19
92 C -0.403 -2.333 7.626  -0.22
93 O 0.791 -1.565 7.539  -0.19
94 C 0.615 -0.222 7.863  -0.14
95 H -1.740 -5.313 1.447  0.08
96 H -0.881 -6.808 1.860  0.09
97 H -0.013 -5.333 1.414  0.06
98 H -1.466 -3.430 2.813  0.11
99 H 0.262 -3.556 3.277  0.10
100 H -1.994 -4.019 5.213  0.11
101 H -1.107 -2.503 5.091  0.11
102 H 0.087 -5.048 5.617  0.11
103 H 0.656 -4.199 7.809  0.12
104 H -1.068 -4.358 7.552  0.11
105 H -0.629 -2.425 8.695  0.12
106 H -1.265 -1.898 7.116  0.12
107 H 1.584 0.200 8.129  0.09
108 H 0.010 0.003 8.754  0.08
109 H 0.087 0.339 7.083  0.09
110 C 1.204 2.507 -0.813  -0.07
111 O 1.924 3.528 -1.485  -0.22
112 C 2.665 3.029 -2.566  -0.23
113 C 3.317 4.150 -3.388  -0.20
114 N 4.465 4.652 -2.649  -0.04
115 C 5.240 5.692 -3.335  -0.22
116 C 6.171 6.367 -2.349  -0.27
117 O 5.559 7.122 -1.339  -0.18
118 C 6.535 7.636 -0.463  -0.12
119 H 1.873 1.750 -0.399  0.10
120 H 0.457 2.013 -1.439  0.10
121 H 0.686 3.083 -0.045  0.07
122 H 1.949 2.453 -3.168  0.11
123 H 3.506 2.354 -2.366  0.13
124 H 2.543 4.889 -3.624  0.12
125 H 3.658 3.625 -4.283  0.11
126 H 4.170 5.176 -1.831  0.10
127 H 4.633 6.414 -3.897  0.12
128 H 5.919 5.281 -4.089  0.11
129 H 6.866 6.972 -2.948  0.12
130 H 6.820 5.594 -1.919  0.13
131 H 7.221 6.877 -0.072  0.09
132 H 5.988 8.068 0.373  0.09
133 H 7.187 8.378 -0.936  0.09
134 C -5.829 1.485 2.244  -0.10
135 O -6.361 2.207 3.359  -0.18
136 C -5.722 3.463 3.485  -0.24
137 C -5.770 3.960 4.912  -0.21
138 N -7.145 3.981 5.427  -0.04
139 C -7.171 4.314 6.873  -0.20
140 C -6.774 5.771 7.250  -0.22
141 O -5.421 6.128 7.047  -0.20
142 C -4.516 5.420 7.864  -0.12
143 H -4.882 1.032 2.532  0.08
144 H -5.775 2.148 1.379  0.09
145 H -6.491 0.692 1.895  0.08
146 H -6.170 4.220 2.829  0.13
147 H -4.672 3.373 3.187  0.10
148 H -5.441 5.004 4.932  0.11
149 H -5.091 3.379 5.537  0.12
150 H -7.533 4.826 5.014  0.10
151 H -6.545 3.631 7.447  0.11
152 H -8.194 4.186 7.231  0.11
153 H -7.008 5.874 8.318  0.11
154 H -7.408 6.511 6.760  0.12
155 H -4.389 4.379 7.549  0.07
156 H -4.770 5.381 8.927  0.09
157 H -3.523 5.851 7.750  0.09
158 C -2.954 5.195 1.660  -0.10
159 O -1.650 5.724 1.822  -0.19
160 C -0.780 5.617 0.716  -0.23
161 C 0.645 5.721 1.270  -0.21
162 N 1.735 5.808 0.292  -0.04
163 C 1.574 7.011 -0.580  -0.19
164 C 1.482 8.352 0.149  -0.21
165 O 1.118 9.432 -0.682  -0.19
166 C 2.115 9.964 -1.532  -0.11
167 H -2.863 4.111 1.773  0.05
168 H -3.333 5.412 0.657  0.09
169 H -3.643 5.572 2.413  0.08
170 H -1.045 6.437 0.040  0.12
171 H -0.800 4.683 0.145  0.11
172 H 0.821 4.813 1.851  0.12
173 H 0.736 6.548 1.974  0.10
174 H 1.794 4.980 -0.308  0.06
175 H 0.659 6.778 -1.138  0.11
176 H 2.331 6.993 -1.361  0.10
177 H 2.388 8.611 0.712  0.13
178 H 0.683 8.344 0.894  0.12
179 H 1.768 10.891 -1.988  0.08
180 H 2.443 9.261 -2.294  0.08
181 H 3.005 10.286 -0.985  0.08
182 C 1.629 -0.083 -4.815  -0.13
183 O 2.584 0.807 -5.337  -0.19
184 C 2.429 1.031 -6.747  -0.21
185 C 3.255 2.181 -7.347  -0.20
186 N 4.631 1.755 -7.546  -0.05
187 C 5.367 2.775 -8.254  -0.23
188 C 6.664 2.202 -8.816  -0.24
189 O 6.377 1.139 -9.702  -0.20
190 C 7.437 0.960 -10.621  -0.11
191 H 0.586 0.247 -4.808  0.09
192 H 1.895 -0.114 -3.755  0.08
193 H 1.728 -1.124 -5.136  0.09
194 H 1.375 1.216 -6.981  0.12
195 H 2.630 0.068 -7.228  0.12
196 H 3.197 2.995 -6.624  0.11
197 H 2.773 2.380 -8.311  0.12
198 H 4.659 0.984 -8.208  0.10
199 H 5.644 3.595 -7.583  0.12
200 H 4.811 3.228 -9.088  0.12
201 H 7.439 1.892 -8.109  0.13
202 H 7.081 3.037 -9.398  0.11
203 H 7.416 1.774 -11.349  0.09
204 H 7.309 -0.020 -11.080  0.09
205 H 8.400 0.899 -10.105  0.09
206 C -4.421 -4.058 -1.217  -0.03
207 C -5.491 -3.506 -0.225  -0.40
208 C -4.866 -3.323 1.167  -0.20
209 O -4.337 -4.529 1.711  -0.18
210 C -4.172 -4.452 3.095  -0.13
211 N -6.062 -2.289 -0.741  0.04
212 H -4.338 -5.124 -0.999  0.07
213 H -3.451 -3.613 -0.983  0.07
214 H -4.633 -3.892 -2.271  0.06
215 H -6.296 -4.225 -0.056  0.14
216 H -5.503 -2.816 1.900  0.12
217 H -4.018 -2.634 1.063  0.11
218 H -3.708 -5.369 3.464  0.09
219 H -5.131 -4.353 3.614  0.09
220 H -3.464 -3.670 3.387  0.07
221 H -6.799 -1.923 -0.143  0.08
222 H -5.418 -1.501 -0.713  0.05

---

A structure of composition C4H16FMgO4 in a non-equilibrium geometry, computed with wB97M-V/def2-TZVPD.

Output
Total charge = +2
Spin multiplicity = 2
Calculated total energy = -762.1429 a.u.
⟨S²⟩ = 0.76
Frontier orbital gap (alpha / beta) = 5.30 / 2.89 eV
LUMO level (alpha / beta) = -10.4423 / -12.8472 eV
HOMO energy (alpha / beta) = -0.5783 / -0.5783 hartree

Each line ends with the Löwdin charge.
CARTESIAN COORDINATES (ANGSTROEM)
1 Mg 1.943 0.561 -2.019  1.35
2 F 1.207 0.987 -0.229  -0.45
3 C -1.677 -1.372 0.078  -0.04
4 O -1.378 -0.168 -0.708  -0.07
5 H -2.732 -1.548 -0.129  0.10
6 H -0.993 -2.191 -0.144  0.09
7 H -1.668 -1.167 1.149  0.09
8 H -0.598 0.146 -0.245  0.00
9 C -1.487 3.090 -0.240  -0.02
10 O -0.585 3.200 -1.227  0.16
11 H -2.507 2.960 -0.602  0.14
12 H -1.321 2.124 0.237  0.13
13 H -1.255 3.796 0.557  0.18
14 H 0.215 2.839 -0.838  0.09
15 C 1.276 -2.100 -2.620  -0.09
16 O 2.016 -1.376 -1.677  -0.14
17 H 1.248 -1.670 -3.622  0.11
18 H 1.759 -3.058 -2.815  0.12
19 H 0.251 -2.327 -2.330  0.10
20 H 2.353 -1.947 -0.983  0.15
21 C 0.568 -0.121 3.447  -0.11
22 O 1.113 -0.567 2.174  -0.15
23 H -0.514 -0.246 3.398  0.07
24 H 0.975 -0.799 4.197  0.09
25 H 0.815 0.900 3.736  0.08
26 H 0.977 0.054 1.455  0.00